(1)
Entry from the OMol25 dataset: the molecule C5H8N2 at a distorted geometry (the ωB97M-V functional and the def2-TZVPD basis).

```
15
Properties=species:S:1:pos:R:3:forces:R:3
H 1.46677 0.20264 1.90169 -0.09 -0.09 0.01
C 1.15419 -0.56758 -0.63125 0.03 0.01 -0.09
N -1.98085 -1.70011 -1.97576 0.32 0.48 1.11
H -0.13458 0.88782 2.24614 -0.01 -0.09 -0.13
C 0.13379 0.20919 0.17964 0.19 -0.05 0.06
H 1.22932 -1.59178 -0.24916 0.01 0.16 0.01
H 0.87283 -0.63921 -1.68530 0.01 0.04 0.11
C 0.64427 0.78617 1.48693 0.00 -0.01 0.13
C -1.30624 -0.18864 0.03454 -0.13 -0.10 0.10
H -1.97545 -0.19434 0.89214 0.11 0.12 -0.14
C -1.68234 -1.09810 -1.03126 -0.25 -0.56 -0.92
H 2.14932 -0.11789 -0.56065 -0.18 0.06 -0.04
N -0.82234 1.11356 -0.43859 -0.04 0.22 -0.26
H 1.01339 1.79693 1.28482 0.04 -0.17 -0.01
H -0.76209 1.10132 -1.45392 0.00 0.00 0.07
```
Forces are in eV/Å.

ΔE to the lowest compared entry with this formula, charge and spin ... 131.0 kJ/mol
Total charge ... 0
Molecular weight ... 96.13 g/mol
LUMO ... 0.90 eV



(2)
Entry from the OMol25 dataset: the molecule C16H19ClN2O at a distorted geometry (the ωB97M-V functional and the def2-TZVPD basis).

```
39
Properties=species:S:1:pos:R:3:forces:R:3
Cl 4.32547 1.49773 2.48890 0.45 0.36 0.21
H 0.45154 0.56804 -1.28399 -0.31 -0.59 -0.93
H -4.81300 -2.45287 1.02466 -0.94 -0.64 0.47
C 1.89045 2.25234 1.56502 0.15 2.54 -1.32
H 3.25231 0.18446 -1.41939 0.57 -0.49 -0.57
H 0.35201 -0.60166 -2.70116 0.38 -0.07 0.85
H 2.60616 -0.78469 2.82657 -0.30 1.17 -1.35
C 0.83618 -0.30971 1.65483 1.70 1.86 1.67
H 3.70265 -1.45251 -0.92811 0.89 -0.82 1.19
C 0.61120 2.05554 1.08385 -1.22 -0.24 0.34
C 0.10061 0.73162 1.15844 -0.69 1.77 -1.35
C -2.73460 -1.12141 0.54041 -0.89 -0.80 -1.12
C -0.78780 -1.15365 -0.89862 1.74 -1.71 -2.83
H 1.68276 -1.06262 0.02353 -0.38 0.01 -2.45
C -0.20955 3.22780 0.44562 1.19 -0.93 0.37
H 2.35007 3.23976 1.45226 -0.34 -0.11 0.09
H 1.27941 3.26415 -1.07363 0.58 0.98 0.00
C -4.43158 -3.01535 0.18827 -0.07 -1.14 -0.90
H -0.01273 2.50548 -1.67883 -0.79 -0.58 0.45
H 0.47314 -1.28523 1.80804 -0.59 -0.98 -0.02
N -2.23132 -3.10156 -0.76105 1.05 -0.57 -1.57
C 0.20482 3.33483 -1.01109 0.01 -0.87 -0.64
H -1.27579 3.10694 0.57401 -0.18 -0.27 0.03
H -5.14217 -2.95595 -0.70915 1.30 0.71 0.97
C 2.69650 1.27194 2.02874 -0.67 -2.34 0.70
C -1.51063 -0.51792 0.04055 -3.71 -2.85 1.85
C 0.45961 -0.51606 -1.59300 -0.53 1.09 1.29
C 3.03795 -0.90314 -1.51678 -2.50 1.64 -1.40
O -1.18417 0.60071 0.62156 1.43 2.75 1.27
C 2.12297 0.01820 2.17539 -0.23 -2.15 0.99
C -3.05034 -2.45379 0.03074 -0.62 3.64 0.34
H -0.24767 4.15573 -1.53282 0.22 0.89 -0.03
H 3.15395 -1.30529 -2.54677 -0.10 0.66 0.44
H -4.33611 -4.12955 0.24279 -0.22 0.88 0.87
C -1.18975 -2.47054 -1.29103 0.24 0.96 0.92
H 0.06520 4.17473 0.92753 0.04 -0.31 0.12
N 1.65160 -1.09842 -1.03811 1.39 -2.16 1.73
H -0.60548 -3.00913 -2.04969 -0.17 0.22 0.43
H -3.54388 -0.48893 1.13152 2.14 -1.49 -1.10
```
Forces are in eV/Å.

ΔE to the lowest compared entry with this formula, charge and spin ... 269.0 kJ/mol
Total charge ... 0
Molecular weight ... 290.79 g/mol
LUMO ... 0.69 eV



(3)
Entry from the OMol25 dataset: a structure of composition C4H6O2 (the ωB97M-V functional and the def2-TZVPD basis).

```
12
Properties=species:S:1:pos:R:3:forces:R:3
H 0.32459 1.43282 -0.41087 0.00 -0.10 0.07
C 1.71224 0.09173 0.52035 0.24 -0.20 -0.25
C 0.30106 0.45700 0.10755 0.10 -0.03 -0.13
O -0.54023 0.49941 1.23845 0.05 0.04 0.11
C -0.41662 -0.59514 -0.74594 0.10 0.00 -0.18
C -1.74750 0.12570 0.61370 -0.13 0.12 -0.14
H -1.47673 -0.90677 -0.08784 -0.03 -0.10 0.02
O 2.40685 -0.64368 -0.13632 -0.29 0.33 0.30
H 2.05964 0.55092 1.46718 -0.01 -0.06 -0.08
H 0.03035 -1.59152 -0.66710 -0.11 0.12 0.01
H -0.64307 -0.33699 -1.77862 0.05 -0.02 0.18
H -2.01057 0.91652 -0.12053 0.02 -0.09 0.08
```
Forces are in eV/Å.

ΔE to the lowest compared entry with this formula, charge and spin ... 546.7 kJ/mol
Total charge ... 0
Molecular weight ... 86.09 g/mol
LUMO ... 0.45 eV